Entry 1:
Molecular formula: C51H32F5HfN2O4P2S2
Method: DFT, ωB97M-V/def2-TZVPD

XYZ file:
```
99
C51H32F5HfN2O4P2S2 (ωB97M-V/def2-TZVPD)
Hf 0.990 0.547 1.229
S -0.327 -1.801 1.903
P -0.559 -1.818 -0.094
C 0.114 -0.372 -0.637
P 0.137 0.431 -2.169
S -1.163 1.922 -2.344
C 1.823 1.107 -2.481
C 2.126 2.487 -1.983
C 3.547 3.029 -2.210
C 4.497 2.139 -2.939
C 4.119 0.930 -3.343
C 2.765 0.413 -3.123
C -0.067 -0.738 -3.569
C -0.879 -0.403 -4.648
C -1.015 -1.271 -5.721
C -0.335 -2.482 -5.729
C 0.477 -2.824 -4.658
C 0.605 -1.959 -3.580
C 0.178 -3.395 -0.680
C -0.440 -4.210 -1.623
C 0.186 -5.369 -2.064
C 1.437 -5.715 -1.574
C 2.057 -4.908 -0.627
C 1.424 -3.761 -0.175
C -2.311 -2.128 -0.525
C -2.895 -1.499 -1.617
C -4.207 -1.795 -1.972
C -4.942 -2.700 -1.223
C -4.366 -3.314 -0.115
C -3.054 -3.035 0.228
H 1.322 3.168 -2.258
H 3.576 4.046 -2.613
H 5.503 2.505 -3.109
H 4.823 0.283 -3.854
H 2.558 -0.575 -3.506
H -1.403 0.546 -4.627
H -1.653 -1.001 -6.554
H -0.440 -3.160 -6.568
H 1.003 -3.770 -4.648
H 1.232 -2.234 -2.741
H -1.404 -3.935 -2.033
H -0.303 -5.996 -2.800
H 1.925 -6.617 -1.922
H 3.030 -5.174 -0.234
H 1.887 -3.145 0.584
H -2.343 -0.753 -2.175
H -4.652 -1.303 -2.829
H -5.967 -2.924 -1.494
H -4.943 -4.011 0.481
H -2.599 -3.505 1.093
O 3.812 3.065 -0.786
C 2.502 2.557 -0.465
O 2.499 1.391 0.199
C 1.685 3.558 0.318
C 2.127 4.873 0.570
C 1.346 5.690 1.325
C 0.049 5.261 1.689
C -0.878 6.100 2.350
C -2.167 5.694 2.541
C -2.591 4.446 2.037
C -1.704 3.605 1.427
C -0.346 3.963 1.303
N 0.538 3.078 0.738
H 3.104 5.163 0.210
H 1.682 6.678 1.615
H -0.549 7.080 2.677
H -2.875 6.343 3.042
H -3.633 4.157 2.115
H -2.027 2.685 0.971
O 1.145 2.453 5.060
C 0.813 1.831 4.070
O 1.538 1.514 3.060
C -0.640 1.400 3.935
C -1.473 1.457 5.070
C -2.778 1.104 4.940
C -3.271 0.736 3.666
C -4.630 0.410 3.452
C -5.079 0.107 2.199
C -4.184 0.123 1.109
C -2.863 0.418 1.291
C -2.372 0.720 2.579
N -1.044 1.029 2.743
H -1.030 1.779 6.002
H -3.454 1.114 5.787
H -5.306 0.414 4.300
H -6.120 -0.141 2.034
H -4.544 -0.112 0.116
H -2.179 0.442 0.448
F 2.004 -1.120 4.014
C 2.895 -1.438 3.049
C 2.749 -0.926 1.774
C 3.690 -1.373 0.864
F 3.635 -1.013 -0.432
C 4.718 -2.246 1.188
F 5.603 -2.660 0.265
C 4.825 -2.715 2.483
F 5.813 -3.557 2.818
C 3.899 -2.312 3.427
F 3.995 -2.777 4.684
```

HOMO energy, eV: -4.885
Kohn-Sham gap, eV: 6.76
Charge: -1
Relative energy (zero: lowest compared OMol25 entry of this formula, charge and spin), kcal per mole: 44.5
Maximum force, eV/Å: 0.50
LUMO level, Eh: 0.069
DFT total energy, eV: -119726.5336



Entry 2:
Molecular formula: C5H12N2
Method: DFT, ωB97M-V/def2-TZVPD

XYZ file:
```
19
C5H12N2 (ωB97M-V/def2-TZVPD)
H -1.550 -1.786 -0.147
N -1.284 -1.002 -0.745
C -1.400 0.145 -0.157
C -2.308 0.439 1.004
H -1.274 0.997 -0.826
H -2.482 -0.455 1.605
H -1.854 1.200 1.640
H -3.256 0.833 0.638
C 0.900 0.688 0.915
C 1.412 -0.087 -0.089
C 1.707 0.463 -1.448
N 1.577 -1.436 0.040
H 0.812 0.269 1.908
H 1.066 1.754 0.886
H 2.782 0.404 -1.628
H 1.186 -0.103 -2.219
H 1.397 1.501 -1.523
H 1.311 -1.986 -0.764
H 1.259 -1.837 0.910
```

SMILES: [H]/N=C\C.C=C(C)N
HOMO energy, eV: -8.075
Kohn-Sham gap, eV: 9.19
Charge: 0
Relative energy (zero: lowest compared OMol25 entry of this formula, charge and spin), kcal per mole: 39.8
Maximum force, eV/Å: 3.17
LUMO level, Eh: 0.041
DFT total energy, eV: -8358.4099



Entry 3:
Molecular formula: C34H57N3O3RhSi
Method: DFT, ωB97M-V/def2-TZVPD

XYZ file:
```
99
C34H57N3O3RhSi (ωB97M-V/def2-TZVPD)
O 1.396 -2.434 -1.799
O 0.791 -1.660 -3.903
C 2.721 -2.304 -1.188
C 3.269 -3.641 -0.752
H 2.570 -1.626 -0.334
H 3.365 -1.802 -1.921
H 2.849 -3.964 0.207
H 4.350 -3.556 -0.623
H 3.065 -4.415 -1.502
C 0.405 -3.117 -0.953
C -0.222 -4.231 -1.746
H -0.295 -2.333 -0.622
H 0.933 -3.479 -0.067
H -0.598 -3.855 -2.712
H -1.043 -4.677 -1.169
H 0.550 -4.999 -1.923
C -0.313 -0.693 -3.910
C 1.889 -1.350 -4.846
C -1.517 -1.302 -3.254
H -0.498 -0.470 -4.968
H 0.015 0.231 -3.409
H -1.688 -2.335 -3.572
H -2.422 -0.746 -3.513
H -1.445 -1.274 -2.164
C 2.193 -2.600 -5.624
H 2.756 -0.992 -4.278
H 1.526 -0.543 -5.491
H 2.432 -3.432 -4.952
H 3.046 -2.447 -6.284
H 1.333 -2.864 -6.248
H 1.084 -2.091 -2.937
N -0.627 -0.264 2.974
C -1.449 0.167 3.930
C -2.283 1.280 3.767
C -2.538 1.981 2.577
C -1.557 -0.599 5.232
H -0.579 -0.978 5.567
H -2.256 -1.446 5.141
H -1.944 0.086 5.999
C -3.782 2.813 2.467
H -4.410 2.491 1.622
H -3.545 3.881 2.340
H -4.347 2.688 3.394
N -1.729 1.976 1.528
C -0.286 -1.632 2.833
C 0.997 -2.116 3.208
C 1.979 -1.230 3.902
C 1.323 -3.450 2.967
H 2.336 -3.788 3.219
C 0.383 -4.337 2.464
H 0.652 -5.387 2.284
C -0.918 -3.905 2.210
H -1.684 -4.604 1.868
C -1.268 -2.565 2.385
C -2.680 -2.148 2.111
C -2.025 2.643 0.315
C -1.570 3.967 0.109
C -1.027 4.783 1.240
C -1.638 4.520 -1.172
H -1.258 5.525 -1.327
C -2.191 3.781 -2.229
H -2.213 4.217 -3.227
C -2.717 2.519 -2.000
H -3.206 1.958 -2.808
C -2.652 1.932 -0.744
C -3.224 0.565 -0.507
Rh 0.312 1.492 1.976
H 2.824 -1.828 4.262
H 1.538 -0.717 4.766
H 2.372 -0.447 3.244
H -2.731 -1.154 1.651
H -3.292 -2.131 3.026
H -3.152 -2.861 1.424
H -0.511 5.666 0.847
H -0.314 4.233 1.875
H -1.836 5.139 1.897
H -3.962 0.559 0.311
H -2.442 -0.174 -0.272
H -3.737 0.216 -1.414
H -2.929 1.521 4.604
C 0.908 1.763 0.244
Si 2.149 2.728 -0.802
H 0.014 1.732 -0.411
H 1.333 0.738 0.175
C 3.580 1.560 -1.122
C 2.569 4.352 -0.032
C 1.376 2.786 -2.523
H 1.686 3.679 -3.079
H 0.282 2.776 -2.483
H 1.690 1.905 -3.105
H 4.195 1.415 -0.227
H 4.217 1.932 -1.936
H 3.179 0.584 -1.436
H 2.952 4.191 0.983
H 1.684 4.996 0.039
H 3.335 4.888 -0.609
O 1.072 3.726 4.216
C 1.297 2.726 3.598
N 1.775 1.687 3.130
```

HOMO energy (spin up / spin down), eV: -8.449 / -10.213
Kohn-Sham gap (spin up / spin down), eV: 6.58 / 6.17
Charge: +1
Spin multiplicity: 5
Relative energy (zero: lowest compared OMol25 entry of this formula, charge and spin), kcal per mole: 30.3
Maximum force, eV/Å: 6.13
LUMO level (spin up / spin down), Eh: -0.069 / -0.148
DFT total energy, eV: -57670.9472



Entry 4:
Molecular formula: C2H6ClN2O
Method: DFT, ωB97M-V/def2-TZVPD

XYZ file:
```
12
C2H6ClN2O (ωB97M-V/def2-TZVPD)
C -0.656 0.151 0.981
C 1.173 -0.726 -1.589
N -1.420 0.152 2.026
N -0.883 0.962 -0.124
O 2.411 -0.238 -1.510
Cl 1.198 -2.100 -2.579
H 0.296 -0.414 0.866
H -1.192 -0.405 2.834
H -2.081 0.853 2.182
H -0.288 0.846 -0.968
H -1.736 1.562 -0.107
H 3.178 -0.642 -2.011
```

HOMO energy, eV: -13.943
Kohn-Sham gap, eV: 10.20
Charge: +1
Relative energy (zero: lowest compared OMol25 entry of this formula, charge and spin), kcal per mole: 40.6
Maximum force, eV/Å: 5.02
LUMO level, Eh: -0.138
DFT total energy, eV: -19712.9799



Entry 5:
Molecular formula: C25H29BN8NaO3
Method: DFT, ωB97M-V/def2-TZVPD

XYZ file:
```
67
C25H29BN8NaO3 (ωB97M-V/def2-TZVPD)
Na 1.230 -0.387 0.400
C 2.760 -2.129 -2.975
C 1.632 -1.205 -2.688
C 0.309 -1.245 -3.158
C -0.293 -0.143 -2.597
N 0.627 0.494 -1.851
N 1.786 -0.151 -1.907
B 0.426 1.813 -1.081
N -0.545 1.545 0.066
C -1.833 1.152 -0.014
C -2.271 0.890 1.260
C -1.150 1.147 2.080
C -1.036 1.106 3.561
N -0.138 1.544 1.324
N 1.752 2.285 -0.516
C 2.340 3.490 -0.618
C 3.508 3.457 0.109
C 3.555 2.161 0.643
C 4.572 1.539 1.531
N 2.489 1.485 0.252
N -0.129 2.825 -2.065
C 0.495 3.232 -3.191
C -0.335 4.124 -3.829
C -1.477 4.197 -3.008
C -2.713 4.999 -3.213
N -1.323 3.405 -1.960
H 2.433 -2.947 -3.611
H 3.150 -2.522 -2.040
H 3.562 -1.590 -3.476
H -0.136 -1.956 -3.829
H -1.296 0.223 -2.706
H -2.361 1.121 -0.947
H -3.247 0.564 1.560
H -1.982 0.828 4.019
H -0.742 2.090 3.922
H -0.262 0.400 3.856
H 1.904 4.292 -1.183
H 4.222 4.247 0.232
H 5.379 2.235 1.739
H 4.977 0.645 1.061
H 4.103 1.242 2.468
H 1.469 2.860 -3.441
H -0.156 4.642 -4.749
H -2.622 5.593 -4.117
H -2.881 5.658 -2.363
H -3.577 4.342 -3.298
C -3.402 -2.725 5.023
O -3.178 -3.820 4.161
C -2.309 -3.646 3.137
C -2.093 -4.762 2.303
C -1.203 -4.676 1.265
C -0.490 -3.508 0.987
C 0.565 -3.391 0.007
C 0.714 -4.428 -1.087
O 1.343 -2.440 0.014
C -0.730 -2.335 1.797
O -0.167 -1.239 1.571
C -1.642 -2.476 2.879
H -4.100 -3.077 5.783
H -3.847 -1.882 4.482
H -2.469 -2.405 5.503
H -2.628 -5.671 2.520
H -1.033 -5.560 0.673
H 0.126 -5.325 -0.934
H 1.769 -4.688 -1.169
H 0.411 -3.961 -2.024
H -1.811 -1.585 3.454
```

HOMO energy (spin up / spin down), eV: -8.073 / -8.057
Kohn-Sham gap (spin up / spin down), eV: 7.69 / 4.76
Charge: 0
Spin multiplicity: 2
Relative energy (zero: lowest compared OMol25 entry of this formula, charge and spin), kcal per mole: 29.3
Maximum force, eV/Å: 2.55
LUMO level (spin up / spin down), Eh: -0.014 / -0.121
DFT total energy, eV: -49553.7551



Entry 6:
Molecular formula: C41H55Br2F4N4O3S2Si
Method: DFT, ωB97M-V/def2-TZVPD

XYZ file:
```
112
C41H55Br2F4N4O3S2Si (ωB97M-V/def2-TZVPD)
C 1.076 -1.446 1.484
C 0.281 -0.289 0.663
C -1.005 -1.007 0.025
C -1.943 0.088 -0.682
C -3.339 0.140 0.098
C -4.628 -0.041 -0.866
N -4.949 -1.481 -0.974
S -4.299 -2.305 -2.393
C -5.629 -2.240 -0.113
N -5.774 -3.647 -0.416
C -6.490 -4.059 0.753
S -6.889 -5.856 0.868
C -5.651 -6.739 1.910
O -8.282 -6.140 1.364
O -6.795 -6.447 -0.518
N -6.730 -2.966 1.613
C -7.434 -3.213 2.884
Br -6.063 -3.042 4.359
C -8.734 -2.299 3.116
C -8.804 -1.709 4.615
Br -10.363 -3.473 2.962
N -6.206 -1.802 1.105
C -6.311 -0.512 1.799
C -7.455 0.470 1.176
O -8.153 -0.280 0.166
Si -8.720 0.703 -1.151
C -8.996 2.545 -0.721
C -7.518 0.661 -2.667
C -10.413 -0.074 -1.684
H 0.471 -2.417 1.424
H 2.091 -1.635 1.024
H 1.168 -1.092 2.562
H -0.018 0.566 1.351
H 0.936 0.041 -0.201
H -0.732 -1.778 -0.760
H -1.510 -1.569 0.875
H -1.483 1.132 -0.578
H -2.069 -0.147 -1.783
H -3.452 -0.666 0.901
H -3.472 1.144 0.635
H -5.494 0.635 -0.597
H -4.272 0.306 -1.897
H -5.303 -3.087 -2.943
H -5.319 -7.671 1.360
H -4.742 -6.061 2.043
H -6.081 -7.060 2.910
H -7.795 -4.295 2.978
H -8.883 -1.499 2.327
H -8.728 -2.530 5.397
H -9.836 -1.237 4.774
H -8.004 -0.906 4.761
H -5.354 0.102 1.815
H -6.606 -0.631 2.899
H -8.113 0.866 2.011
H -6.907 1.370 0.724
H -8.393 3.213 -1.425
H -10.095 2.795 -0.895
H -8.701 2.832 0.337
H -8.102 0.889 -3.625
H -6.728 1.473 -2.523
H -7.031 -0.368 -2.723
H -10.337 -1.179 -1.386
H -11.260 0.423 -1.111
H -10.534 -0.001 -2.806
F 0.336 0.755 -3.065
C 0.761 2.031 -3.082
C -0.147 3.047 -3.328
C 0.292 4.367 -3.340
C 1.636 4.653 -3.116
C 2.540 3.622 -2.875
C 2.099 2.304 -2.852
H -1.188 2.805 -3.508
H -0.411 5.171 -3.524
H 1.979 5.682 -3.130
H 3.587 3.846 -2.704
H 2.787 1.490 -2.657
F 6.566 1.152 -2.940
C 5.978 0.413 -3.897
C 4.912 0.942 -4.604
C 4.306 0.181 -5.598
C 4.768 -1.105 -5.865
C 5.838 -1.627 -5.144
C 6.451 -0.862 -4.158
H 4.561 1.942 -4.377
H 3.476 0.589 -6.163
H 4.293 -1.700 -6.637
H 6.194 -2.630 -5.350
H 7.290 -1.250 -3.593
F 10.475 3.660 2.519
C 9.889 2.921 1.563
C 8.822 3.449 0.854
C 8.218 2.686 -0.139
C 8.681 1.401 -0.405
C 9.750 0.879 0.317
C 10.362 1.645 1.303
H 8.471 4.449 1.081
H 7.388 3.092 -0.706
H 8.207 0.805 -1.176
H 10.107 -0.124 0.113
H 11.201 1.259 1.869
F 13.075 0.087 3.119
C 13.886 0.981 3.711
C 15.256 0.778 3.683
C 16.095 1.705 4.291
C 15.554 2.818 4.928
C 14.176 3.008 4.954
C 13.336 2.087 4.337
H 15.658 -0.098 3.189
H 17.169 1.561 4.268
H 16.209 3.538 5.406
H 13.755 3.873 5.455
H 12.261 2.223 4.340
```

HOMO energy, eV: -10.021
Kohn-Sham gap, eV: 5.99
Charge: +1
Maximum force, eV/Å: 7.60
LUMO level, Eh: -0.148
DFT total energy, eV: -236003.7135



Entry 7:
Molecular formula: C3H4N2O2
Method: DFT, ωB97M-V/def2-TZVPD

XYZ file:
```
11
C3H4N2O2 (ωB97M-V/def2-TZVPD)
N -1.561 0.910 1.489
N -0.984 0.365 0.242
C -1.017 -0.895 -0.281
C 0.269 -1.192 -0.756
C 1.117 -0.102 -0.572
O 2.308 -0.090 -0.748
O 0.373 0.927 0.212
H -1.490 0.090 2.108
H -2.686 1.151 1.395
H -1.965 -1.560 -0.308
H 0.296 -2.165 -1.364
```

SMILES: Nn1ccc(=O)o1
HOMO energy, eV: -8.984
Kohn-Sham gap, eV: 9.20
Charge: 0
Relative energy (zero: lowest compared OMol25 entry of this formula, charge and spin), kcal per mole: 121.9
Maximum force, eV/Å: 6.07
LUMO level, Eh: 0.008
DFT total energy, eV: -10246.9790



Entry 8:
Molecular formula: C13H23N3OS
Method: DFT, ωB97M-V/def2-TZVPD

XYZ file:
```
41
C13H23N3OS (ωB97M-V/def2-TZVPD)
C -0.219 -0.109 3.436
C -0.034 0.717 2.423
C 1.187 0.717 1.556
N 0.871 0.862 0.156
C 0.113 0.063 -0.661
C -0.593 -1.178 -0.231
C -2.049 -1.135 -0.714
C -2.841 -0.009 -0.054
C -4.293 0.017 -0.525
C -5.080 1.142 0.135
C 0.132 -2.410 -0.800
C 1.555 -2.584 -0.254
C 2.298 -3.679 -1.012
O 1.555 -2.950 1.112
N 0.091 0.525 -1.871
N 0.844 1.650 -1.851
C 1.346 1.900 -0.617
S 2.298 3.145 -0.137
H -1.094 -0.056 4.059
H 0.510 -0.859 3.699
H -0.768 1.473 2.178
H 1.785 -0.186 1.717
H 1.809 1.590 1.797
H -0.595 -1.214 0.864
H -2.053 -1.001 -1.796
H -2.524 -2.091 -0.484
H -2.372 0.949 -0.290
H -2.817 -0.134 1.032
H -4.315 0.145 -1.609
H -4.764 -0.940 -0.294
H -5.085 1.022 1.216
H -6.110 1.145 -0.214
H -4.636 2.107 -0.100
H 0.178 -2.312 -1.884
H -0.443 -3.306 -0.556
H 2.106 -1.635 -0.378
H 2.423 -3.400 -2.054
H 1.743 -4.611 -0.951
H 3.274 -3.830 -0.561
H 0.888 -2.437 1.581
H 0.984 2.202 -2.680
```

SMILES: C=CCn1c([C@@H](CCCC)C[C@H](C)O)n[nH]c1=S
HOMO energy, eV: -8.007
Kohn-Sham gap, eV: 8.68
Charge: 0
Relative energy (zero: lowest compared OMol25 entry of this formula, charge and spin), kcal per mole: 11.9
Maximum force, eV/Å: 1.01
LUMO level, Eh: 0.025
DFT total energy, eV: -31207.2732